[1]
Below is a structure of composition C7H16O2, with properties calculated with ωB97M-V with the def2-TZVPD basis set.

Results
**HOMO**: -9.25 eV
**HOMO-LUMO gap**: 10.10 eV

Geometry as ORCA input:
```
! RIJCOSX wB97M-V def2-TZVPD def2/J DEFGRID3
* xyz 0 1
C 0.9095 -1.3228 -1.1689
C 0.4582 -2.4976 -0.3521
C 1.4719 -0.1388 -0.4212
C 1.2904 1.1824 -1.1629
O 2.6567 -1.0285 -0.6342
O 0.9133 -1.2473 -2.3795
H 3.0546 -0.8322 -1.4940
H 2.2300 1.5657 -1.5565
H 1.4233 -0.0677 0.6604
H -0.6306 -2.5001 -0.3886
H 0.8146 -3.4272 -0.7876
H 0.7849 -2.4184 0.6791
H 0.6206 1.0111 -2.0051
H 0.8650 1.9287 -0.5002
C -1.3152 0.3278 0.9938
C -0.9109 1.2746 2.1166
C -2.3170 0.9343 0.0241
H -1.7357 -0.5816 1.4300
H -0.4501 0.0410 0.4144
H -0.5210 2.2086 1.7166
H -2.4785 0.2609 -0.8144
H -0.1449 0.8225 2.7434
H -1.7685 1.5081 2.7438
H -1.9467 1.8798 -0.3662
H -3.2736 1.1169 0.5090
*
```

For reference, the Löwdin charges in units of e are: C -0.54; C 0.01; C -0.28; C -0.02; O 0.00; O 0.05; H 0.12; H 0.09; H 0.13; H 0.09; H 0.09; H 0.09; H 0.09; H 0.07; C -0.33; C -0.11; C -0.11; H 0.11; H 0.03; H 0.07; H 0.07; H 0.07; H 0.07; H 0.07; H 0.07



[2]
Below is the molecule C7H16O2, with properties calculated with ωB97M-V with the def2-TZVPD basis set.

Results
**HOMO**: -9.68 eV
**HOMO-LUMO gap**: 10.41 eV
**SMILES**: CCC(C)(C)CC(O)O

Geometry as ORCA input:
```
! RIJCOSX wB97M-V def2-TZVPD def2/J DEFGRID3
* xyz 0 1
C 0.0921 2.7954 0.8196
C -0.6650 1.4770 0.7286
C 0.0712 0.2867 -0.0759
C 1.5406 0.1842 0.3226
C -0.0427 0.5342 -1.5779
C -0.6968 -0.9531 0.3511
C -0.3615 -2.2945 -0.4637
O 0.9722 -2.6716 -0.5295
O -1.0528 -3.3597 0.1579
H 0.9921 2.6868 1.4204
H 0.3719 3.1558 -0.1682
H -0.5260 3.5520 1.3016
H -1.6152 1.6621 0.2208
H -0.9090 1.1557 1.7441
H 1.6455 0.0755 1.4002
H 2.0848 1.0690 0.0017
H 2.0134 -0.6578 -0.1754
H -1.0821 0.5057 -1.8998
H 0.3689 1.5090 -1.8273
H 0.5105 -0.2195 -2.1327
H -1.7699 -0.7923 0.2239
H -0.4978 -1.1712 1.4027
H -0.6846 -2.1722 -1.5068
H 1.2262 -3.0090 0.3387
H -1.9861 -3.3481 -0.0767
*
```

For reference, the Löwdin charges in units of e are: C -0.11; C -0.20; C -0.54; C -0.05; C -0.05; C -0.10; C -0.45; O 0.00; O -0.01; H 0.07; H 0.07; H 0.07; H 0.11; H 0.11; H 0.09; H 0.08; H 0.07; H 0.09; H 0.08; H 0.08; H 0.12; H 0.12; H 0.15; H 0.11; H 0.10



[3]
Below is the ion C7H16O2P with charge -1, with properties calculated with ωB97M-V with the def2-TZVPD basis set.

Results
**HOMO**: -4.10 eV
**HOMO-LUMO gap**: 7.69 eV
**SMILES**: CC(C)[P@](=O)([O-])C(C)(C)C

Geometry as ORCA input:
```
! RIJCOSX wB97M-V def2-TZVPD def2/J DEFGRID3
* xyz -1 1
C -2.6111 0.6482 -0.9125
C -1.5801 -0.0266 -0.0241
C -2.2294 -0.5289 1.2545
P -0.2331 1.2353 0.3978
O -0.3665 1.6786 1.8053
O -0.3129 2.5109 -0.8546
C 1.3711 0.2653 0.1949
C 1.5689 -0.1755 -1.2455
C 2.4404 1.2714 0.5912
C 1.3733 -0.9114 1.1608
H -3.0559 1.4843 -0.3773
H -2.1236 1.0506 -1.7961
H -3.4006 -0.0507 -1.2092
H -1.1374 -0.8643 -0.5765
H -1.5431 -1.1369 1.8421
H -3.1229 -1.1184 1.0323
H -2.5119 0.3270 1.8639
H 0.9219 -1.0159 -1.4974
H 1.3125 0.6592 -1.8938
H 2.6047 -0.4724 -1.4274
H 2.2336 1.6364 1.5980
H 2.3965 2.1202 -0.0884
H 3.4421 0.8356 0.5694
H 2.3615 -1.3783 1.2124
H 1.0991 -0.5601 2.1535
H 0.6555 -1.6717 0.8542
*
```

For reference, the Löwdin charges in units of e are: C -0.15; C -0.48; C -0.14; P 0.62; O -0.38; O -0.56; C -0.66; C -0.11; C -0.12; C -0.11; H 0.07; H 0.05; H 0.06; H 0.09; H 0.06; H 0.06; H 0.06; H 0.06; H 0.07; H 0.07; H 0.07; H 0.07; H 0.07; H 0.07; H 0.07; H 0.06



Energy relative to the best compared isomer or geometry (same formula, charge and spin)? In order: 216.0, 73.2, 0.0 kJ/mol.